# 1
One molecule with the formula C2H3N3O3S in a non-equilibrium geometry. Source: OMol25; level of theory: wB97M-V/def2-TZVPD.

Geometry (Å):
H: 2.048 -1.874 0.173
N: 1.145 -1.336 0.036
C: 1.159 -0.083 -0.019
C: 2.232 0.871 -0.077
N: 3.208 1.449 -0.268
N: -0.242 0.642 -0.260
S: -1.840 0.233 0.194
O: -1.891 0.579 1.561
O: -2.755 0.844 -0.691
O: -1.897 -1.273 -0.225
H: -0.125 1.640 -0.059
H: -1.042 -1.693 -0.365

- Lowest unoccupied orbital energy: -0.87 eV
- 2S+1: 1
- Maximum force: 0.0953 Eh/bohr

Atomic charges from the Mulliken analysis, expressed in e, are listed below: 0.27 -0.62 0.75 0.04 -0.30 -0.44 1.17 -0.54 -0.53 -0.48 0.28 0.39

---

# 2
One molecule with the formula C2H3N3OS in a non-equilibrium geometry. Source: OMol25; level of theory: wB97M-V/def2-TZVPD.

Geometry (Å):
C: 0.062 1.032 -1.392
C: -0.225 0.990 0.107
N: -0.157 2.119 -1.954
N: -0.800 2.137 0.398
N: -0.117 -0.092 0.801
O: -2.089 3.688 -1.149
S: -0.748 3.343 -0.739
H: 0.235 0.204 -2.131
H: 0.198 -1.071 0.470
H: -0.145 -0.178 1.839

- Lowest unoccupied orbital energy: -0.01 eV
- 2S+1: 1
- Maximum force: 0.1223 Eh/bohr

Atomic charges from the Mulliken analysis, expressed in e, are listed below: 0.02 0.55 -0.45 -0.58 -0.41 -0.50 0.54 0.31 0.25 0.27

---

# 3
C2H3N3OS as an isolated structure in a non-equilibrium geometry. Source: OMol25; level of theory: wB97M-V/def2-TZVPD.

Geometry (Å):
C: 0.774 -0.123 -0.172
C: -0.292 0.587 0.049
H: 3.128 -1.218 0.998
H: -2.285 0.089 -0.050
H: -1.496 1.993 -0.670
N: 0.375 -1.463 -0.097
N: -0.951 -1.622 -0.072
N: -1.393 -0.234 0.055
O: -0.424 1.880 0.054
S: 2.562 0.110 -0.095

- Lowest unoccupied orbital energy: -0.96 eV
- 2S+1: 1
- Maximum force: 0.1353 Eh/bohr

Atomic charges from the Mulliken analysis, expressed in e, are listed below: -0.12 0.79 0.16 0.15 0.40 -0.11 -0.45 0.02 -0.59 -0.26

---

Number 1: Kohn-Sham gap 9.96 eV. Number 2: Kohn-Sham gap 9.40 eV. Number 3: Kohn-Sham gap 7.87 eV.